[1]
Below is a molecular structure, C26H52Cl2N3O5PmSi2, with properties calculated with the ωB97M-V functional and the def2-TZVPD basis.

Output
- Kohn-Sham gap (alpha / beta) (eV) = 8.54 / 8.57
- <S²> = 6.004
- ΔE to the lowest compared entry with this formula, charge and spin (kJ/mol) = 0.0
- spin multiplicity = 5
- LUMO level (alpha / beta) (eV) = 0.43 / 0.43

Geometry (Å):
1 C -2.000 -3.678 -0.964
2 C -1.594 -2.994 -2.238
3 H -3.039 -4.027 -1.001
4 H -1.885 -2.978 -0.126
5 H -1.354 -4.547 -0.759
6 C -2.281 -3.030 -3.386
7 C -3.525 -3.825 -3.638
8 H -1.939 -2.442 -4.241
9 H -3.945 -4.286 -2.736
10 H -3.345 -4.630 -4.368
11 H -4.304 -3.188 -4.084
12 Pm 0.166 0.409 0.328
13 Cl -0.608 -1.442 2.020
14 C 1.770 1.115 -2.474
15 O 0.817 1.610 -1.814
16 N 2.506 1.760 -3.377
17 C 2.258 3.145 -3.773
18 C 3.608 1.065 -4.027
19 H 2.071 0.064 -2.309
20 H 1.538 3.616 -3.108
21 H 1.891 3.184 -4.806
22 H 3.205 3.696 -3.743
23 H 3.650 0.036 -3.649
24 H 4.565 1.569 -3.807
25 H 3.458 1.036 -5.118
26 H 2.463 3.877 4.117
27 H 3.165 1.617 5.226
28 C 1.422 3.527 4.174
29 C 2.106 1.342 5.228
30 N 1.352 2.061 4.198
31 H 0.868 3.894 3.294
32 C 0.612 1.382 3.317
33 O 0.013 1.865 2.320
34 H 2.012 0.279 4.990
35 H 0.575 0.301 3.513
36 H 0.978 3.958 5.081
37 H 1.698 1.518 6.227
38 H -3.424 -1.221 -0.955
39 H -3.493 -0.302 -3.448
40 C -3.704 -0.203 -0.654
41 C -3.755 0.664 -2.983
42 N -3.194 0.745 -1.640
43 H -3.281 0.022 0.329
44 C -2.264 1.652 -1.342
45 O -1.692 1.721 -0.214
46 H -3.347 1.484 -3.590
47 H -1.993 2.315 -2.181
48 H -4.799 -0.137 -0.627
49 H -4.853 0.742 -2.943
50 O -0.517 -1.103 -1.254
51 C -0.320 -2.171 -2.111
52 C -0.179 -0.613 -4.149
53 C 0.307 -1.720 -3.444
54 H -1.011 -0.031 -3.733
55 C 0.394 -0.280 -5.383
56 H 0.413 -2.851 -1.626
57 C 1.365 -2.474 -3.954
58 H 0.020 0.580 -5.945
59 C 1.457 -1.034 -5.895
60 C 1.927 -2.135 -5.180
61 H 1.706 -3.346 -3.397
62 H 1.929 -0.757 -6.841
63 H 2.749 -2.733 -5.567
64 Si -3.328 -2.271 5.814
65 Cl -4.214 -3.478 4.352
66 C -4.216 -0.620 5.661
67 C -1.536 -2.359 5.270
68 C -3.500 -2.853 7.601
69 H -4.282 -0.337 4.603
70 H -3.687 0.169 6.210
71 H -5.235 -0.708 6.066
72 H -4.545 -2.839 7.941
73 H -2.933 -2.185 8.270
74 H -3.104 -3.867 7.743
75 H -1.469 -2.110 4.202
76 H -1.170 -3.387 5.404
77 H -0.895 -1.667 5.829
78 C 4.474 1.949 2.222
79 Si 3.497 2.046 0.622
80 C 2.655 3.740 0.510
81 C 4.833 2.036 -0.723
82 O 2.395 0.868 0.532
83 H 5.315 2.656 2.193
84 H 4.887 0.942 2.370
85 H 3.861 2.180 3.101
86 H 3.372 4.564 0.631
87 H 2.161 3.866 -0.466
88 H 1.875 3.853 1.276
89 H 5.106 1.025 -1.049
90 H 4.545 2.605 -1.617
91 H 5.747 2.508 -0.331

***

[2]
Below is 3 unconnected molecules or ions with the total composition H4N5O2, with properties calculated with the ωB97M-V functional and the def2-TZVPD basis.

Output
- Kohn-Sham gap (alpha / beta) (eV) = 4.77 / 4.77
- ΔE to the lowest compared entry with this formula, charge and spin (kJ/mol) = 0.0
- net charge = -1
- LUMO level (alpha / beta) (eV) = 3.59 / 3.59

Geometry (Å):
1 N 1.902 -1.759 1.201
2 N -0.186 0.048 -1.084
3 N 2.248 -2.637 1.974
4 N -1.269 2.874 -1.265
5 N -0.088 0.821 -1.931
6 O -1.897 2.135 -0.180
7 O 0.525 -1.831 0.806
8 H 0.578 -1.111 0.180
9 H -1.191 1.659 0.290
10 H 1.545 -3.399 1.919
11 H -2.167 3.201 -1.908

***

[3]
Below is a single C4H4N2 molecule, with properties calculated with the ωB97M-V functional and the def2-TZVPD basis.

Output
- Kohn-Sham gap (eV) = 9.79
- ΔE to the lowest compared entry with this formula, charge and spin (kJ/mol) = 122.0
- LUMO level (eV) = 0.37

Geometry (Å):
1 C -0.790 -0.548 0.433
2 C 0.279 -0.324 1.316
3 N 1.349 0.392 1.005
4 N 1.364 1.042 -0.156
5 C 0.470 0.715 -1.078
6 C -0.568 -0.200 -0.875
7 H -1.734 -0.960 0.777
8 H 0.293 -0.824 2.282
9 H 0.498 1.287 -2.001
10 H -1.161 -0.580 -1.702

***

[4]
Below is a gas-phase ion, C11H17N2O2 (charge +1), with properties calculated with the ωB97M-V functional and the def2-TZVPD basis.

Output
- Kohn-Sham gap (eV) = 10.28
- ΔE to the lowest compared entry with this formula, charge and spin (kJ/mol) = 35.3
- net charge = +1
- LUMO level (eV) = -2.44

Geometry (Å):
1 C -3.623 -1.238 -0.669
2 C -3.531 0.105 -0.722
3 C -2.611 -1.888 0.026
4 C -2.387 0.807 -0.288
5 C -1.532 -1.228 0.643
6 C -1.418 0.150 0.434
7 C 0.936 0.789 -1.349
8 C 0.746 2.231 -0.821
9 C -0.215 0.877 0.861
10 C 2.448 0.088 0.409
11 C 3.174 -1.094 -0.273
12 N 0.054 0.871 2.206
13 N 1.078 0.039 -0.077
14 O 0.019 2.139 0.451
15 O 2.245 -2.181 -0.106
16 H -4.575 -1.730 -0.896
17 H -4.386 0.762 -0.897
18 H -2.599 -3.046 0.153
19 H -2.501 1.853 -0.254
20 H -0.853 -1.668 1.290
21 H -0.032 0.344 -1.905
22 H 1.738 0.656 -2.137
23 H 1.731 2.660 -0.521
24 H 0.145 2.926 -1.467
25 H 2.831 1.083 0.280
26 H 2.422 -0.160 1.517
27 H 3.180 -0.848 -1.296
28 H 4.051 -1.318 0.365
29 H -0.515 0.303 2.805
30 H 0.445 1.746 2.602
31 H 0.844 -0.956 -0.125
32 H 2.690 -3.071 -0.238

***

[5]
Below is 2 unconnected molecules or ions with the total composition CH6S3, with properties calculated with the ωB97M-V functional and the def2-TZVPD basis.

Output
- Kohn-Sham gap (eV) = 9.64
- ΔE to the lowest compared entry with this formula, charge and spin (kJ/mol) = 7.7
- LUMO level (eV) = 0.61

Geometry (Å):
1 S 1.124 -3.228 -0.808
2 H -0.008 -2.522 -0.939
3 H 0.605 -4.360 -1.298
4 C 0.546 1.728 0.848
5 S -0.107 0.242 0.133
6 S -2.101 0.534 0.026
7 H 0.080 1.960 1.809
8 H 0.438 2.626 0.233
9 H 1.618 1.609 0.987
10 H -2.196 1.411 -0.991

***

[6]
Below is a molecular structure, C27H26CdClO8SSb2, with properties calculated with the ωB97M-V functional and the def2-TZVPD basis.

Output
- Kohn-Sham gap (eV) = 8.10
- ΔE to the lowest compared entry with this formula, charge and spin (kJ/mol) = 172.8
- net charge = -1
- LUMO level (eV) = 2.33

Geometry (Å):
1 Cd 0.277 -2.268 -3.368
2 O 1.123 -0.757 -4.789
3 S -0.328 -0.312 -4.919
4 O -0.438 0.981 -5.542
5 O -0.795 -0.261 -3.452
6 O -1.052 -1.428 -5.535
7 C -0.222 2.469 -2.045
8 C -0.820 2.539 -0.649
9 C -1.474 1.222 -0.206
10 Sb -0.469 0.317 1.473
11 C -1.611 1.399 2.934
12 C -1.024 2.498 3.555
13 C -1.744 3.288 4.442
14 C -3.065 2.979 4.728
15 C -3.661 1.880 4.124
16 C -2.939 1.099 3.232
17 C -1.648 -1.473 1.549
18 C -1.412 -2.378 2.583
19 C -2.050 -3.610 2.617
20 C -2.928 -3.965 1.602
21 C -3.180 -3.074 0.570
22 C -2.551 -1.834 0.551
23 Sb 1.609 1.426 -2.530
24 C 2.600 2.427 -0.859
25 C 3.005 1.841 0.337
26 C 3.594 2.593 1.348
27 C 3.791 3.956 1.184
28 C 3.396 4.559 -0.003
29 C 2.815 3.799 -1.006
30 C 1.815 -0.514 -1.571
31 C 3.133 -0.978 -1.605
32 C 3.483 -2.213 -1.075
33 C 2.523 -3.030 -0.496
34 C 1.206 -2.601 -0.454
35 C 0.860 -1.362 -1.002
36 H 0.073 3.475 -2.366
37 H -0.951 2.098 -2.767
38 H -1.586 3.321 -0.651
39 H -0.057 2.879 0.062
40 H -1.503 0.532 -1.050
41 H -2.502 1.374 0.126
42 H 0.012 2.749 3.347
43 H -1.271 4.143 4.910
44 H -3.630 3.592 5.420
45 H -4.692 1.632 4.345
46 H -3.417 0.243 2.768
47 H -0.711 -2.129 3.373
48 H -1.850 -4.299 3.428
49 H -3.408 -4.935 1.611
50 H -3.857 -3.343 -0.231
51 H -2.772 -1.154 -0.263
52 H 2.850 0.782 0.506
53 H 3.891 2.109 2.271
54 H 4.247 4.542 1.972
55 H 3.544 5.623 -0.148
56 H 2.523 4.297 -1.927
57 H 3.908 -0.362 -2.051
58 H 4.513 -2.544 -1.129
59 H 2.793 -3.999 -0.100
60 H 0.435 -3.219 -0.010
61 H -0.174 -1.046 -0.949
62 O 0.691 -6.186 -2.331
63 Cl 0.356 -5.163 -3.255
64 O -0.106 -5.673 -4.493
65 O -0.679 -4.274 -2.664
66 O 1.515 -4.275 -3.476